Entry 1:
{"formula": "C40H94BN4O21", "method": "wB97M-V/def2-TZVPD", "elements": ["O", "C", "O", "B", "O", "C", "O", "O", "C", "O", "C", "O", "O", "C", "C", "C", "C", "C", "C", "N", "O", "C", "C", "C", "H", "H", "H", "H", "H", "H", "H", "H", "H", "H", "H", "H", "H", "H", "H", "H", "H", "H", "H", "C", "C", "C", "C", "C", "C", "N", "O", "C", "C", "C", "H", "H", "H", "H", "H", "H", "H", "H", "H", "H", "H", "H", "H", "H", "H", "H", "H", "H", "H", "C", "C", "C", "C", "C", "C", "N", "O", "C", "C", "C", "H", "H", "H", "H", "H", "H", "H", "H", "H", "H", "H", "H", "H", "H", "H", "H", "H", "H", "H", "C", "C", "C", "C", "C", "C", "N", "O", "C", "C", "C", "H", "H", "H", "H", "H", "H", "H", "H", "H", "H", "H", "H", "H", "H", "H", "H", "H", "H", "H", "O", "H", "H", "O", "H", "H", "O", "H", "H", "O", "H", "H", "O", "H", "H", "O", "H", "H", "O", "H", "H", "O", "H", "H", "O", "H", "H"], "positions_angstrom": [[2.397, -1.777, 3.631], [1.900, -1.766, 2.530], [0.740, -1.322, 2.262], [0.295, -1.704, 0.943], [1.509, -2.238, 0.250], [2.374, -2.448, 1.186], [3.480, -2.949, 1.000], [-0.236, -0.565, 0.214], [-1.499, -0.799, -0.227], [-2.200, -0.172, -0.956], [-1.822, -2.244, 0.303], [-0.849, -2.668, 1.037], [-2.904, -2.746, 0.149], [3.534, 4.537, 2.418], [1.978, 4.397, 2.530], [1.446, 3.978, 1.180], [0.039, 3.473, 1.085], [-0.270, 2.445, 2.210], [0.315, 2.821, 3.612], [1.763, 3.304, 3.498], [2.351, 3.582, 4.753], [-0.678, 3.928, 4.130], [0.169, 1.525, 4.465], [1.435, 5.804, 2.961], [4.003, 4.919, 3.324], [3.811, 5.276, 1.666], [4.033, 3.598, 2.175], [1.598, 4.812, 0.495], [2.077, 3.192, 0.765], [-0.135, 3.042, 0.099], [-0.684, 4.283, 1.179], [0.125, 1.482, 1.888], [-1.345, 2.271, 2.257], [-1.234, 4.516, 3.400], [-1.451, 3.386, 4.675], [-0.315, 4.705, 4.803], [-0.779, 1.056, 4.200], [0.919, 0.741, 4.358], [0.215, 1.756, 5.529], [1.751, 5.980, 3.989], [0.346, 5.759, 2.937], [1.836, 6.542, 2.267], [1.738, 4.231, 5.105], [1.600, -0.753, -3.272], [2.033, 0.772, -3.276], [1.998, 1.368, -1.758], [3.202, 0.934, -0.856], [4.462, 1.476, -1.545], [4.564, 0.889, -3.003], [3.374, 1.073, -3.880], [3.489, 0.644, -5.245], [5.646, 1.716, -3.647], [5.061, -0.570, -2.959], [1.062, 1.644, -4.080], [2.254, -1.289, -2.584], [1.744, -1.173, -4.268], [0.521, -0.821, -3.139], [1.950, 2.453, -1.666], [1.031, 1.138, -1.312], [3.305, -0.140, -0.699], [3.054, 1.329, 0.149], [5.363, 1.220, -0.987], [4.289, 2.550, -1.484], [5.358, 2.757, -3.793], [6.630, 1.575, -3.200], [5.704, 1.308, -4.656], [6.053, -0.745, -2.543], [4.471, -1.227, -2.320], [4.999, -1.007, -3.956], [0.095, 1.200, -4.315], [1.293, 2.072, -5.055], [0.729, 2.528, -3.536], [3.126, 1.417, -5.684], [-0.795, -3.571, -2.985], [-0.565, -5.089, -2.932], [-0.570, -5.687, -4.384], [0.710, -5.726, -5.208], [1.848, -6.228, -4.316], [1.950, -5.596, -2.865], [0.622, -5.489, -2.257], [0.680, -4.941, -0.974], [2.808, -6.582, -2.083], [2.596, -4.180, -2.902], [-1.884, -5.676, -2.214], [-0.260, -3.047, -3.777], [-0.512, -3.151, -2.020], [-1.862, -3.365, -3.067], [-1.051, -6.663, -4.311], [-1.285, -5.102, -4.963], [0.849, -4.703, -5.557], [0.578, -6.520, -5.942], [2.799, -6.095, -4.832], [1.775, -7.306, -4.177], [2.241, -7.490, -1.878], [3.733, -6.981, -2.501], [3.165, -6.096, -1.175], [2.783, -3.654, -1.965], [3.612, -4.308, -3.274], [1.984, -3.554, -3.551], [-2.155, -6.727, -2.321], [-2.842, -5.232, -2.481], [-1.872, -5.527, -1.134], [1.065, -4.082, -1.162], [-7.780, 5.285, 0.013], [-6.215, 5.211, 0.126], [-5.845, 5.628, 1.575], [-4.416, 5.226, 1.956], [-4.226, 3.702, 1.882], [-4.540, 3.206, 0.456], [-5.811, 3.774, -0.101], [-6.163, 3.314, -1.349], [-3.337, 3.420, -0.449], [-4.708, 1.712, 0.597], [-5.634, 6.242, -0.820], [-8.134, 6.313, -0.066], [-8.264, 4.842, 0.883], [-8.196, 4.869, -0.905], [-5.977, 6.710, 1.562], [-6.610, 5.166, 2.199], [-4.111, 5.554, 2.950], [-3.696, 5.711, 1.297], [-4.929, 3.191, 2.539], [-3.173, 3.464, 2.036], [-2.897, 4.417, -0.468], [-2.531, 2.703, -0.299], [-3.546, 3.297, -1.512], [-4.012, 1.246, 1.295], [-5.714, 1.370, 0.840], [-4.579, 1.230, -0.372], [-5.792, 5.940, -1.855], [-4.565, 6.348, -0.637], [-6.092, 7.226, -0.717], [-5.582, 3.845, -1.899], [6.166, -2.035, 2.666], [5.585, -1.288, 2.525], [5.924, -2.660, 1.982], [-0.800, -6.173, 2.462], [-0.739, -5.542, 1.745], [-0.217, -6.887, 2.204], [5.156, -4.877, 2.099], [4.583, -4.493, 1.436], [4.587, -5.020, 2.855], [3.274, -0.494, 5.971], [2.830, -0.720, 5.154], [3.949, 0.133, 5.712], [3.493, -3.324, 5.468], [3.997, -4.113, 5.271], [3.110, -3.068, 4.629], [-1.776, -1.436, 3.692], [-1.251, -1.558, 2.901], [-2.210, -2.279, 3.824], [-4.713, -0.998, -1.788], [-4.869, -1.826, -1.334], [-3.815, -0.761, -1.556], [-3.049, -3.714, 3.757], [-3.603, -4.325, 4.243], [-3.397, -3.733, 2.865], [-5.190, -4.566, 0.934], [-5.902, -4.016, 0.608], [-4.427, -4.301, 0.421]], "total_charge": -1, "e_lumo_ev": 1.959, "e_above_lowest_kcal_mol": 60.4, "homo_energy_ev": -6.620}


Entry 2:
{"formula": "C40H95Br8Cl6N6O8V", "method": "wB97M-V/def2-TZVPD", "elements": ["O", "V", "O", "C", "C", "C", "C", "C", "C", "N", "O", "C", "C", "C", "H", "H", "H", "H", "H", "H", "H", "H", "H", "H", "H", "H", "H", "H", "H", "H", "H", "H", "Br", "C", "C", "Br", "H", "H", "H", "H", "Br", "C", "C", "Br", "H", "H", "H", "H", "Br", "C", "C", "Br", "H", "H", "H", "H", "Br", "C", "C", "Br", "H", "H", "H", "H", "C", "C", "C", "O", "C", "N", "H", "H", "H", "H", "H", "H", "H", "H", "H", "H", "H", "C", "C", "C", "O", "C", "N", "H", "H", "H", "H", "H", "H", "H", "H", "H", "H", "H", "C", "C", "C", "O", "C", "N", "H", "H", "H", "H", "H", "H", "H", "H", "H", "H", "H", "C", "C", "C", "O", "C", "N", "H", "H", "H", "H", "H", "H", "H", "H", "H", "H", "H", "C", "C", "C", "O", "C", "N", "H", "H", "H", "H", "H", "H", "H", "H", "H", "H", "H", "C", "Cl", "Cl", "H", "H", "C", "Cl", "Cl", "H", "H", "C", "Cl", "Cl", "H", "H"], "positions_angstrom": [[-0.206, -2.797, 4.401], [-1.602, -2.871, 3.587], [-1.853, -4.391, 3.162], [0.204, -2.444, -0.904], [0.855, -2.427, 0.506], [2.359, -2.044, 0.433], [2.613, -0.612, 0.088], [1.829, 0.298, 1.048], [0.299, 0.059, 1.147], [0.189, -1.411, 1.368], [-1.119, -1.774, 1.661], [-0.356, 0.553, -0.148], [-0.126, 0.893, 2.360], [0.855, -3.837, 1.119], [0.652, -1.765, -1.629], [-0.881, -2.320, -0.900], [0.327, -3.477, -1.243], [2.895, -2.748, -0.207], [2.744, -2.219, 1.444], [2.267, -0.475, -0.942], [3.669, -0.342, 0.088], [2.011, 1.321, 0.713], [2.247, 0.107, 2.041], [-0.496, 1.632, -0.248], [-1.347, 0.088, -0.182], [0.112, 0.230, -1.079], [-1.217, 0.951, 2.427], [0.132, 1.913, 2.071], [0.219, 0.498, 3.312], [1.382, -4.584, 0.522], [-0.104, -4.292, 1.368], [1.405, -3.781, 2.062], [1.332, -9.357, 0.202], [2.116, -7.578, 0.385], [3.596, -7.628, 0.706], [4.658, -7.770, -0.964], [1.543, -7.054, 1.149], [1.990, -7.023, -0.542], [3.912, -8.356, 1.448], [3.907, -6.674, 1.133], [6.901, -1.177, 1.694], [5.569, 0.075, 2.322], [5.692, 0.446, 3.811], [7.409, 1.353, 4.183], [4.619, -0.433, 2.158], [5.579, 0.935, 1.656], [5.564, -0.458, 4.401], [4.902, 1.147, 4.076], [-2.202, -2.346, -5.673], [-1.014, -3.397, -4.526], [0.086, -4.147, -5.256], [1.333, -5.114, -3.993], [-1.604, -4.150, -4.004], [-0.671, -2.753, -3.719], [0.709, -3.563, -5.930], [-0.408, -4.854, -5.922], [1.720, -0.549, -4.130], [1.223, -0.393, -6.116], [0.405, 0.874, -6.310], [-0.467, 0.888, -8.079], [0.687, -1.286, -6.421], [2.186, -0.354, -6.618], [0.984, 1.772, -6.123], [-0.395, 0.935, -5.574], [1.268, 6.718, 4.589], [0.341, 6.598, 5.819], [0.047, 5.086, 5.987], [-0.597, 4.686, 4.780], [-1.024, 3.345, 4.757], [0.912, 7.110, 7.087], [0.840, 6.337, 3.661], [2.190, 6.150, 4.730], [1.491, 7.772, 4.406], [-0.623, 7.091, 5.703], [-0.673, 4.963, 6.801], [0.934, 4.462, 6.133], [-1.521, 2.935, 5.640], [-0.100, 2.787, 4.557], [-1.668, 3.061, 3.925], [1.591, 6.446, 7.444], [1.439, 7.913, 6.757], [3.061, 4.107, 1.314], [3.587, 3.467, 2.643], [4.587, 4.419, 3.295], [5.645, 4.785, 2.452], [6.722, 5.404, 3.124], [2.426, 3.263, 3.534], [2.604, 3.384, 0.638], [3.927, 4.468, 0.749], [2.440, 4.991, 1.463], [3.971, 2.476, 2.401], [4.951, 3.876, 4.178], [4.086, 5.293, 3.727], [7.452, 5.689, 2.368], [7.264, 4.688, 3.753], [6.555, 6.255, 3.790], [1.913, 4.139, 3.600], [1.812, 2.694, 2.958], [-1.284, -6.225, -1.411], [-2.399, -6.382, -0.402], [-2.105, -7.431, 0.659], [-3.281, -7.816, 1.368], [-2.956, -8.814, 2.324], [-2.730, -5.094, 0.227], [-0.373, -5.858, -0.927], [-1.557, -5.528, -2.203], [-0.999, -7.162, -1.892], [-3.273, -6.680, -0.989], [-1.396, -6.934, 1.332], [-1.640, -8.302, 0.191], [-2.743, -9.770, 1.842], [-3.776, -8.981, 3.022], [-2.121, -8.483, 2.948], [-1.917, -4.667, 0.657], [-3.302, -5.351, 1.031], [-2.485, 5.619, -5.916], [-1.541, 4.723, -5.076], [-2.314, 3.596, -4.385], [-1.356, 2.812, -3.677], [-1.967, 1.713, -3.012], [-0.475, 4.208, -5.903], [-1.974, 6.579, -5.985], [-3.482, 5.827, -5.525], [-2.628, 5.184, -6.905], [-1.043, 5.414, -4.392], [-2.769, 2.925, -5.127], [-3.177, 3.927, -3.797], [-2.748, 1.272, -3.643], [-2.457, 2.091, -2.113], [-1.358, 0.854, -2.734], [-0.892, 3.438, -6.424], [0.152, 3.765, -5.238], [-3.789, -2.730, -2.058], [-4.308, -2.162, -0.708], [-5.317, -1.020, -0.954], [-6.419, -1.596, -1.659], [-7.525, -0.696, -1.770], [-4.876, -3.162, 0.197], [-3.729, -1.898, -2.764], [-4.517, -3.434, -2.470], [-2.838, -3.259, -2.011], [-3.353, -1.759, -0.354], [-4.831, -0.220, -1.515], [-5.688, -0.676, 0.015], [-8.245, -1.122, -2.464], [-7.207, 0.300, -2.082], [-7.975, -0.659, -0.774], [-5.623, -3.560, -0.374], [-4.195, -3.931, 0.173], [-3.455, 2.191, 1.161], [-4.361, 2.485, 2.664], [-4.480, 2.454, -0.279], [-2.645, 2.907, 1.072], [-3.132, 1.156, 1.207], [2.494, 2.460, -2.420], [4.050, 1.676, -2.233], [2.144, 2.875, -4.082], [1.756, 1.781, -1.998], [2.491, 3.368, -1.822], [-0.657, 5.434, -1.546], [-0.056, 4.310, -0.317], [-2.335, 5.952, -1.291], [-0.092, 6.360, -1.607], [-0.593, 4.908, -2.493]], "e_lumo_ev": -2.509, "homo_energy_ev": -7.975}


Entry 3:
{"formula": "C40H97N2O25P6", "method": "wB97M-V/def2-TZVPD", "elements": ["C", "C", "C", "C", "C", "C", "C", "C", "C", "C", "C", "C", "C", "C", "C", "C", "C", "O", "C", "C", "P", "O", "O", "O", "C", "N", "N", "C", "C", "C", "C", "O", "C", "H", "H", "H", "H", "H", "H", "H", "H", "H", "H", "H", "H", "H", "H", "H", "H", "H", "H", "H", "H", "H", "H", "H", "H", "H", "H", "H", "H", "H", "H", "H", "H", "H", "H", "H", "H", "H", "H", "H", "H", "H", "H", "H", "H", "H", "H", "H", "H", "H", "H", "H", "H", "C", "O", "P", "O", "O", "C", "O", "C", "H", "H", "H", "H", "H", "H", "H", "H", "H", "C", "O", "P", "O", "O", "C", "O", "C", "H", "H", "H", "H", "H", "H", "H", "H", "H", "C", "O", "P", "O", "O", "C", "O", "C", "H", "H", "H", "H", "H", "H", "H", "H", "H", "C", "O", "P", "O", "O", "C", "O", "C", "H", "H", "H", "H", "H", "H", "H", "H", "H", "C", "O", "P", "O", "O", "C", "O", "C", "H", "H", "H", "H", "H", "H", "H", "H", "H"], "positions_angstrom": [[-7.485, 0.809, -1.970], [-6.668, -0.225, -1.125], [-5.204, -0.428, -1.621], [-4.154, -0.632, -0.484], [-3.588, -2.104, -0.394], [-2.130, -2.180, 0.166], [-1.404, -3.508, -0.256], [-1.064, -4.437, 0.954], [0.372, -5.044, 0.897], [1.359, -4.345, 1.880], [2.071, -3.179, 1.091], [2.407, -1.955, 2.014], [1.570, -0.691, 1.673], [2.263, 0.632, 1.227], [3.681, 0.947, 1.739], [3.757, 1.493, 3.208], [4.639, 0.624, 4.142], [5.977, 0.500, 3.699], [6.307, -0.820, 3.286], [1.073, 1.604, 1.568], [1.341, 3.425, 1.791], [1.490, 3.846, 3.178], [2.648, 3.823, 0.885], [0.081, 4.171, 1.045], [0.118, 0.905, 2.545], [-0.892, 1.574, 3.212], [0.427, -0.347, 2.556], [-0.293, -1.359, 3.348], [0.290, -1.596, 4.776], [-0.753, -1.107, 5.823], [-2.004, -2.007, 5.912], [-1.691, -3.392, 5.843], [-2.749, -4.136, 5.262], [-8.096, 1.394, -1.257], [-6.842, 1.515, -2.516], [-8.195, 0.297, -2.637], [-7.170, -1.209, -1.207], [-6.702, 0.054, -0.060], [-4.955, 0.437, -2.267], [-5.137, -1.308, -2.290], [-4.669, -0.395, 0.469], [-3.338, 0.105, -0.604], [-4.299, -2.656, 0.254], [-3.657, -2.537, -1.406], [-1.573, -1.358, -0.335], [-2.075, -1.981, 1.251], [-2.113, -4.042, -0.915], [-0.528, -3.286, -0.892], [-1.775, -5.284, 0.912], [-1.245, -3.932, 1.922], [0.764, -4.867, -0.123], [0.352, -6.129, 1.082], [2.111, -5.096, 2.181], [0.883, -3.996, 2.814], [1.507, -2.889, 0.190], [3.018, -3.621, 0.730], [3.495, -1.792, 1.934], [2.249, -2.266, 3.065], [1.027, -0.992, 0.746], [2.321, 0.720, 0.128], [4.369, 0.087, 1.669], [4.122, 1.714, 1.078], [2.738, 1.482, 3.637], [4.182, 2.509, 3.180], [4.133, -0.343, 4.331], [4.678, 1.144, 5.122], [5.754, -1.608, 3.828], [6.139, -0.965, 2.200], [7.379, -1.011, 3.473], [0.456, 1.580, 0.633], [2.370, 3.746, -0.046], [-0.193, 3.628, 0.287], [-0.608, 1.891, 4.136], [-1.769, 1.061, 3.221], [-0.314, -2.282, 2.744], [-1.341, -1.023, 3.430], [1.257, -1.099, 4.952], [0.399, -2.690, 4.888], [-1.097, -0.108, 5.491], [-0.282, -1.038, 6.814], [-2.758, -1.757, 5.134], [-2.515, -1.839, 6.884], [-3.630, -4.221, 5.926], [-3.077, -3.712, 4.290], [-2.400, -5.164, 5.063], [-0.187, -3.276, -5.561], [-0.015, -1.855, -5.720], [-0.453, -0.896, -4.381], [-1.611, -0.239, -5.086], [0.918, -0.030, -4.476], [1.304, 0.525, -5.724], [-0.738, -0.314, -2.837], [-1.180, 1.017, -2.695], [0.086, -3.762, -6.495], [0.463, -3.650, -4.767], [-1.228, -3.509, -5.326], [0.436, 0.760, -6.343], [1.946, -0.185, -6.245], [1.861, 1.444, -5.548], [-2.257, 1.057, -2.854], [-0.670, 1.687, -3.388], [-0.969, 1.342, -1.673], [-4.788, 5.533, -3.594], [-4.695, 5.802, -2.181], [-4.440, 4.454, -1.170], [-5.789, 4.565, -0.496], [-3.281, 5.237, -0.335], [-3.570, 6.526, 0.200], [-4.017, 3.009, -0.368], [-4.402, 2.882, 0.993], [-4.994, 6.468, -4.108], [-3.846, 5.128, -3.965], [-5.599, 4.828, -3.794], [-4.620, 6.619, 0.468], [-3.303, 7.299, -0.520], [-2.964, 6.666, 1.095], [-5.439, 2.552, 1.054], [-4.273, 3.818, 1.536], [-3.770, 2.118, 1.453], [5.891, -3.005, -11.918], [5.394, -3.251, -10.588], [3.893, -2.550, -10.207], [4.411, -1.570, -9.190], [3.358, -3.937, -9.544], [4.111, -4.549, -8.504], [2.327, -1.996, -10.367], [1.679, -1.574, -9.178], [6.870, -3.470, -12.008], [5.222, -3.446, -12.659], [5.986, -1.932, -12.096], [4.635, -3.807, -7.899], [4.828, -5.255, -8.925], [3.417, -5.097, -7.868], [1.977, -0.554, -8.937], [1.903, -2.238, -8.343], [0.604, -1.589, -9.358], [7.620, -6.912, 4.106], [7.729, -6.447, 2.748], [8.725, -5.078, 2.496], [7.553, -4.209, 2.081], [9.425, -5.828, 1.230], [8.611, -6.412, 0.219], [9.884, -3.869, 2.389], [9.771, -2.958, 1.304], [6.928, -7.751, 4.126], [8.591, -7.248, 4.471], [7.237, -6.116, 4.751], [7.677, -5.862, 0.090], [8.396, -7.452, 0.464], [9.170, -6.385, -0.715], [9.045, -2.182, 1.542], [9.490, -3.465, 0.381], [10.749, -2.495, 1.168], [-6.947, 7.184, 1.628], [-6.681, 8.446, 2.268], [-6.925, 8.495, 3.952], [-8.102, 9.429, 3.931], [-5.504, 9.255, 4.183], [-5.244, 10.473, 3.493], [-6.958, 8.025, 5.553], [-7.264, 9.032, 6.510], [-6.796, 7.299, 0.557], [-6.258, 6.424, 2.003], [-7.978, 6.874, 1.813], [-6.160, 11.041, 3.325], [-4.757, 10.268, 2.539], [-4.568, 11.067, 4.108], [-8.341, 9.173, 6.570], [-6.774, 9.976, 6.271], [-6.901, 8.682, 7.477]], "total_charge": 1, "e_lumo_ev": -4.403, "homo_energy_ev": -10.864}